# 1
{
  "formula": "C32H55N2O9PS",
  "method": "the ωB97M-V functional and the def2-TZVPD basis",
  "symbols": ["S", "P", "O", "O", "O", "O", "O", "O", "O", "O", "O", "N", "N", "C", "C", "C", "C", "C", "C", "C", "C", "C", "C", "C", "C", "C", "C", "C", "C", "C", "C", "C", "C", "C", "C", "C", "C", "C", "C", "C", "C", "C", "C", "C", "C", "H", "H", "H", "H", "H", "H", "H", "H", "H", "H", "H", "H", "H", "H", "H", "H", "H", "H", "H", "H", "H", "H", "H", "H", "H", "H", "H", "H", "H", "H", "H", "H", "H", "H", "H", "H", "H", "H", "H", "H", "H", "H", "H", "H", "H", "H", "H", "H", "H", "H", "H", "H", "H", "H", "H"],
  "positions_angstrom": [[3.23294, 2.88448, 1.91836], [0.42713, 5.16112, 2.03993], [8.46068, -6.54365, -6.28398], [-8.62528, -1.66568, 0.93622], [3.46713, 4.36121, 1.77224], [-3.08128, -0.48298, 0.94960], [3.38745, 2.27851, 0.52424], [-6.81117, 2.25550, 3.09769], [3.81289, -3.36985, -4.85014], [3.31950, -2.27770, 3.27608], [3.62271, 1.31802, -5.28232], [-0.30074, -0.95721, 4.05414], [2.48562, 0.00282, 2.86434], [-1.52265, -2.19127, 0.39992], [4.00984, 2.11214, -3.07348], [-0.98322, 5.53040, 0.81821], [1.75985, 6.13203, 4.35398], [3.91783, 1.04531, -4.13171], [8.52111, -4.88587, -4.58107], [4.65145, 2.26271, 2.98868], [9.01063, -5.55331, -5.83871], [3.59422, -4.11661, -5.78650], [2.25132, -1.31336, 3.33112], [-2.89391, -1.66560, 0.73204], [-6.03375, 0.46836, 1.73412], [-1.98752, 6.65577, 1.40679], [-9.35172, -2.58656, 1.26412], [0.88182, -1.74099, 3.92389], [-7.03224, 1.51157, 2.15771], [4.59315, -5.16373, -6.20137], [0.34090, 3.34604, 2.62189], [-8.31469, 1.59992, 1.37480], [2.31423, -4.02851, -6.57446], [-4.02387, -2.66010, 0.78449], [-2.34646, 3.82683, 3.34643], [0.39090, 6.32387, 3.53496], [1.57593, 2.37819, 2.53533], [4.20464, -0.37238, -3.71322], [-1.07255, 2.87699, 3.19642], [-8.85686, -4.00837, 1.27141], [1.35033, 0.87426, 3.00389], [-1.18007, 1.41078, 3.64902], [0.00764, 0.36138, 3.56916], [10.20693, -4.94788, -6.52419], [-10.77940, -2.34736, 1.67789], [10.44722, -5.53184, -7.41532], [-2.74917, 4.07273, 2.30863], [-10.99746, -1.27843, 1.62484], [4.36754, 2.35752, 4.10073], [1.76819, -4.97166, -6.50314], [-3.14371, 3.20740, 3.91298], [-1.21177, -2.92004, 1.15184], [3.28939, 1.91007, -2.27797], [4.14843, -6.15716, -6.11309], [8.22166, -3.85824, -4.79832], [5.22652, -0.44852, -3.33488], [4.10104, -1.03264, -4.57578], [5.46544, -5.11164, -5.54641], [1.81287, 6.84482, 5.25716], [7.65500, -5.42925, -4.19691], [1.69081, -3.23100, -6.16416], [-5.15894, 0.51883, 2.38547], [5.59146, 2.85251, 2.71991], [9.30717, -4.89947, -3.82294], [-1.53026, -2.64990, -0.59126], [4.91593, -4.98270, -7.22886], [-4.95176, -2.14104, 1.03445], [-8.93885, 2.39465, 1.79055], [-2.19021, 1.07375, 4.08440], [-0.51465, 5.86401, -0.17245], [-2.23433, 6.48301, 2.50675], [9.98242, -3.92300, -6.82725], [-8.92218, -4.41950, 2.28113], [3.77820, 3.08306, -3.51715], [1.92237, 5.06662, 4.75284], [-3.82384, -3.40959, 1.55342], [-11.45550, -2.87639, 1.00296], [11.06788, -4.96394, -5.85245], [4.85178, 1.16859, 2.68260], [-1.46938, 7.66480, 1.25679], [3.73172, -2.19757, 4.17656], [0.81081, -2.82755, 4.30711], [-0.80874, -1.36435, 0.39765], [2.53570, -3.79748, -7.61864], [-4.14252, -3.13945, -0.18964], [-2.12663, 4.79492, 3.92706], [2.63936, 6.41720, 3.66321], [-7.81266, -4.02986, 0.95151], [-5.71521, 0.65425, 0.70650], [-0.55844, 6.24930, 4.18157], [5.02276, 2.14591, -2.66688], [-2.97043, 6.69502, 0.80524], [-8.85716, 0.65548, 1.44458], [-1.61030, 4.58760, 0.57048], [-8.09722, 1.83567, 0.33075], [3.49274, -0.68471, -2.94634], [0.40045, 7.40165, 3.11857], [-10.93000, -2.68472, 2.70559], [-9.44771, -4.61113, 0.57849], [-6.47726, -0.52584, 1.81953]],
  "atomic_forces_ev_per_a": [[2.3952, 1.9211, -5.4673], [1.6355, 0.0444, -0.9981], [0.2553, 0.5116, 0.2159], [-0.3424, -0.5218, 0.1733], [-1.0980, -2.9167, 1.8715], [0.1179, -0.6069, -0.1100], [-0.7246, 0.2953, 4.0071], [-0.0966, -0.3295, -0.4106], [-0.1197, -0.4591, -0.4680], [-1.7376, 2.1962, 1.4119], [0.1283, -0.1571, 0.5017], [6.1943, 1.0061, -2.1566], [-3.3014, -2.7553, 2.0942], [0.2001, 0.3459, 0.0258], [-0.1555, 0.2745, -0.2971], [-1.8949, -0.2935, 0.3208], [0.3074, 0.3911, 0.0214], [-0.1299, 0.2327, -0.5920], [-0.2996, -0.2347, 0.0625], [-0.1347, -1.1570, 0.3628], [-0.3596, -0.6500, -0.2787], [0.1582, 0.4371, 0.5674], [-1.6639, 2.4517, -0.0906], [-0.0356, 0.7652, 0.1509], [0.2139, 0.1672, 0.4034], [0.2108, 0.1762, -0.9010], [0.4132, 0.5209, -0.1913], [-0.4400, 0.5835, -0.1838], [0.1308, 0.3666, 0.5246], [0.2570, 0.1208, 0.2807], [-0.1275, -2.4419, 1.1757], [-0.2595, 0.3758, 0.2756], [-0.1848, 0.3152, 0.2109], [-0.3158, 0.2452, 0.1029], [0.3991, -1.0141, 0.0655], [-0.4003, 0.4300, 0.7698], [-4.9523, -0.2893, 2.0443], [-0.0646, -0.0816, -0.4826], [2.4113, -3.9976, 0.5296], [0.3822, 0.0824, -0.1227], [0.1747, -0.0531, -0.1502], [1.6930, 2.1745, -1.1254], [-1.4710, 2.6713, -0.3138], [0.0319, -0.2542, -0.3099], [0.0199, 0.4058, -0.0488], [-0.0570, 0.0629, 0.1326], [0.4883, -0.2369, 1.4944], [0.0434, -0.1454, 0.0003], [0.5118, -0.1280, -1.7896], [0.0741, -0.0197, -0.2098], [1.2702, 1.1664, -0.9534], [-0.0379, -0.1325, -0.1583], [0.2478, -0.0210, 0.1708], [0.0250, 0.0121, -0.2257], [0.1734, 0.0431, 0.1258], [-0.1131, -0.0113, 0.2126], [-0.0027, 0.1000, 0.1880], [-0.1271, -0.0119, -0.0963], [-0.3015, -1.0629, -1.3473], [0.1294, 0.0620, -0.0589], [0.1140, -0.0977, -0.0464], [-0.0977, 0.0315, -0.1558], [-1.7413, -0.3477, 0.2633], [-0.0036, 0.2168, -0.0504], [0.0234, -0.1764, 0.1194], [-0.1129, -0.1973, -0.0285], [0.1351, -0.0594, -0.0516], [0.1409, -0.0499, -0.0375], [1.8564, 0.3426, -0.7524], [-0.5657, -0.3987, 1.6010], [0.3827, 0.3218, -1.6100], [0.1394, 0.0424, 0.1689], [-0.1671, -0.1070, -0.0982], [0.0329, -0.1395, 0.0374], [-0.3518, 1.5252, -0.7440], [0.0445, -0.1207, -0.1743], [-0.0205, -0.1218, 0.1788], [-0.0452, 0.2183, 0.0013], [-0.6582, 1.7496, 0.6501], [-0.8561, -1.2768, 0.5088], [-0.2794, -0.2954, -1.2107], [0.1245, 1.9446, -0.7527], [-0.1128, -0.0894, 0.0070], [-0.0606, -0.2055, -0.0142], [0.0846, -0.1643, 0.1070], [-0.2252, -1.6140, -0.9455], [-1.4007, -0.6950, 1.0570], [-0.1451, 0.0289, 0.0381], [-0.0700, -0.2110, -0.0026], [1.5452, 0.0521, -0.6674], [-0.1300, -0.0954, 0.2137], [1.5227, -0.1223, 0.9262], [0.1514, -0.0210, -0.2719], [1.1913, 1.3570, 0.4607], [-0.0610, -0.2367, -0.0261], [0.1917, 0.0009, 0.1198], [-0.0663, -1.7831, 0.4068], [-0.1080, -0.1555, -0.1092], [-0.0744, -0.0765, 0.1918], [-0.0719, 0.0549, -0.2648]],
  "lumo_ha": -0.049,
  "spin_multiplicity": 1,
  "e_tot_ev": -75598.9026,
  "smiles": "CCP(CC)c1c(C)cc2ncc(O)nc2c1S(C)(=O)=O.CC(C)=O.CC(C)=O.CC(C)=O.CC(C)=O.CC(C)=O.CC(C)=O",
  "mol_weight_da": 674.838,
  "orbital_gap_ha": 0.225,
  "fmax_ev_per_a": 6.636
}


# 2
{
  "formula": "C32H56AsF6N8",
  "method": "the ωB97M-V functional and the def2-TZVPD basis",
  "symbols": ["As", "F", "F", "F", "F", "F", "F", "N", "N", "N", "N", "N", "N", "N", "N", "C", "C", "C", "C", "C", "C", "C", "C", "C", "C", "C", "C", "C", "C", "C", "C", "C", "C", "C", "C", "C", "C", "C", "C", "C", "C", "C", "C", "C", "C", "C", "C", "H", "H", "H", "H", "H", "H", "H", "H", "H", "H", "H", "H", "H", "H", "H", "H", "H", "H", "H", "H", "H", "H", "H", "H", "H", "H", "H", "H", "H", "H", "H", "H", "H", "H", "H", "H", "H", "H", "H", "H", "H", "H", "H", "H", "H", "H", "H", "H", "H", "H", "H", "H", "H", "H", "H", "H"],
  "positions_angstrom": [[-0.32737, -0.54176, -0.45720], [-0.93461, -1.30153, -1.97928], [1.19577, -1.45168, -0.63253], [0.36155, 0.29315, 0.99246], [-1.02592, -1.91700, 0.51199], [0.34684, 0.80779, -1.43117], [-1.84517, 0.41676, -0.24542], [-4.39552, -3.06532, 1.06203], [-0.79277, -6.08655, 1.19043], [5.11909, 1.09394, 0.74286], [0.52871, 0.90335, -4.20556], [1.04909, 4.16097, 0.12784], [-0.50039, 3.36241, 5.43921], [3.36957, -3.75316, 2.20807], [1.44103, 3.93063, -4.39463], [0.93956, -1.57208, -3.56509], [2.50170, -3.03638, 1.81983], [-2.50246, 0.06044, 2.19780], [2.41099, -1.92613, -3.17034], [-1.97130, -1.18339, 2.99972], [0.85321, 3.33128, -3.55624], [-0.95724, 1.48071, 3.68154], [-0.46802, -5.06419, 0.75132], [-0.02101, -3.75688, 0.28474], [-2.21623, 2.94932, 0.20407], [-0.79232, 2.37908, 0.34212], [4.00485, 0.95863, 0.42796], [1.11619, 2.31947, 2.40732], [0.10585, 2.61384, -2.53269], [-3.39255, -2.85384, 1.59590], [1.86531, 2.04560, -0.40297], [3.47441, -1.46889, -4.17533], [-3.22664, 1.84241, 0.33781], [1.21359, -0.98794, 2.34744], [0.95120, -1.38171, 3.80022], [-1.94322, 2.04619, -3.97721], [2.27039, 2.55047, -1.76711], [0.71797, -0.20599, -3.90488], [-1.41496, 2.58634, -2.61302], [2.57110, 0.74016, 0.06991], [-1.99198, -3.28727, -1.23193], [1.40133, -2.17480, 1.37043], [-0.69583, 2.54291, 4.67259], [-2.07740, -2.55955, 2.27985], [0.21115, 1.08659, 2.74511], [0.21531, 3.38179, 0.24616], [-0.44864, -3.44697, -1.17879], [3.34940, -0.43337, -4.49182], [0.20347, -1.82879, -2.80327], [-1.72204, 2.79156, -4.74116], [4.45216, -1.58243, -3.70712], [0.03838, -2.56841, -1.60192], [-2.51697, 0.99586, 2.75717], [0.46402, 1.58752, -2.61321], [1.82400, -1.85680, 4.24810], [-3.49887, -0.17529, 1.82403], [1.93070, 2.80800, 0.37329], [-1.70590, 1.93861, -1.78603], [-0.65512, 1.63213, -0.43977], [1.79023, 3.52614, -1.84199], [0.80548, 0.33295, 3.26172], [1.91282, 2.14156, 1.68495], [1.99683, 0.52282, 0.97051], [-1.42492, 1.13759, -4.28367], [-4.22124, 2.26964, 0.20995], [-2.58659, -1.27027, 3.89525], [0.71350, -0.61307, 4.53560], [0.58643, 3.23065, 2.12951], [-1.46508, 0.61888, 4.11450], [-1.79233, -3.28930, 3.03767], [-0.17655, 0.65385, 1.82288], [-2.32722, -3.21638, -2.26668], [-0.91710, -0.98537, 3.19349], [0.79868, 1.85890, -0.52766], [3.36529, -2.06143, -5.08368], [-2.36784, 3.76648, 0.90931], [3.32706, 2.71232, -1.98005], [1.90134, 1.91491, -2.57208], [-2.49910, -4.16482, -0.83090], [-0.47671, -3.00485, 0.92886], [0.33137, -0.42142, 2.04936], [-1.89618, 0.18723, 1.30089], [-3.02407, 1.90660, -3.99620], [-0.63119, 1.83823, 1.27465], [0.47743, -2.74544, 1.27613], [2.41445, -2.97999, -2.89202], [-1.32635, -2.59564, 1.49073], [2.35691, -0.01509, -0.68628], [-2.34692, -2.43839, -0.64753], [0.13171, -2.08984, 3.92306], [1.05744, -3.76463, 0.44282], [-3.05293, 1.30034, 1.26737], [0.39300, 3.01926, -1.56249], [2.14154, -0.42438, 2.25042], [-0.10403, -4.32329, -1.72780], [-1.82938, 3.55826, -2.34520], [-2.36289, 3.38170, -0.78569], [0.72841, -2.21550, -4.41921], [1.62072, -1.70543, 0.41144], [-1.72279, 1.95815, 3.06993], [-3.14896, 1.14559, -0.49676], [1.69039, 2.58860, 3.29387], [2.70239, -1.41551, -2.25248]],
  "atomic_forces_ev_per_a": [[-1.2998, 0.0625, -3.0364], [-2.0787, 4.5366, 2.2476], [-3.1456, 2.7535, -7.6983], [0.7170, -2.3137, -18.3893], [0.3626, 12.3115, -6.1210], [-2.2655, -8.5419, 0.5704], [4.0443, -5.5592, -2.8982], [0.7338, 0.2313, 0.3759], [0.2325, 1.0168, -0.4147], [-1.9524, -0.1351, -0.5358], [1.2544, -3.5522, -1.1227], [-1.9141, 3.1003, 0.3186], [0.1760, 1.0120, 0.8298], [-3.0145, 2.5506, -1.4753], [-2.0535, -2.0449, 2.8341], [1.5478, -1.6850, -0.2612], [2.4568, -2.3720, 1.4427], [-0.2104, -3.4822, 0.5979], [-0.1876, 1.3690, 0.5153], [-1.2979, 0.7711, -1.1349], [0.5774, 3.3100, -3.8552], [0.8776, 2.1623, 0.7367], [-0.4478, -1.4154, 0.1900], [-0.1693, -5.3759, -2.4895], [0.1506, 0.3622, -0.1104], [-1.8404, 1.2541, 0.0936], [0.8145, -0.3397, -0.0689], [0.2527, -0.3906, 2.1466], [-2.6023, 2.0303, -1.4280], [0.4573, 0.0592, 0.9987], [4.0122, -1.0531, 0.2239], [-0.6310, -0.7892, -0.1856], [-2.2373, 1.9424, -0.1904], [0.8627, -5.0701, 2.3699], [1.5613, -2.1088, 1.3259], [-0.0922, 0.7386, 0.4504], [2.7465, 0.3430, 0.6809], [-0.0141, 2.1849, -1.4461], [-0.1030, -0.6548, -1.4096], [0.4921, 1.5327, -0.3433], [-0.0927, -1.2124, -0.6383], [2.7469, 1.1320, 6.5090], [0.2204, -1.6239, -0.5144], [-1.5002, -0.4672, 1.8268], [-0.5439, 5.9343, 7.2584], [-2.0316, 3.3628, -0.0102], [-0.4411, -1.9948, 0.8066], [-0.1065, 0.1134, 0.3324], [1.5782, -0.1668, -1.6188], [0.0879, 0.0127, -0.1274], [0.0730, -0.0855, -0.3638], [0.0822, -2.7668, 1.0555], [-1.1950, -1.8810, -0.5880], [-0.9399, 2.7162, -1.1467], [0.1646, -0.2534, -0.0438], [-0.0936, -0.2390, 0.1673], [2.3088, -1.6607, -1.3048], [-0.2868, -0.0453, -0.8176], [-0.4577, 2.7090, 1.1332], [1.6115, -0.0956, -0.0002], [-0.7418, 2.9172, 0.3364], [-0.6648, -0.1881, 0.6788], [2.1366, -0.1746, -0.7330], [-0.6610, 0.2467, 0.2241], [-0.2994, 0.1496, 0.6761], [0.4206, 0.0891, 0.4065], [0.0208, 0.2942, -0.2091], [0.1553, -0.4556, 0.7080], [0.5799, 0.5022, 0.6073], [-0.6601, -0.4732, -0.0679], [-3.7567, 3.7800, 6.8377], [-0.0466, 0.1801, 0.0204], [-1.0677, -0.4465, 0.2987], [3.2120, 0.8833, 1.6755], [0.4672, -0.1170, -0.1209], [-0.0763, -0.1369, 0.3012], [0.3441, -0.1304, 0.5910], [1.5304, -0.0061, 0.5947], [0.1476, -0.1726, 0.1078], [1.4276, -5.4905, -1.3202], [2.5339, -5.8029, 3.3885], [-0.7101, -0.3282, 2.1082], [-0.0593, -0.0775, 0.2336], [-1.0381, 1.4819, -0.5536], [3.5931, 2.0950, 2.4669], [0.2636, -0.1414, -0.4407], [-3.3105, -1.5016, 4.8491], [1.3600, 0.3260, 0.3673], [-0.4080, -0.6615, -0.9936], [0.3572, -0.3745, -0.2170], [-0.4792, -1.2093, -1.2811], [-1.4055, 1.6353, -1.5204], [-1.1235, -0.0036, -1.4601], [-0.3616, 0.3833, 0.5901], [-0.2530, -0.0446, -0.3896], [0.0288, 0.0857, -0.6804], [0.2412, 0.2797, 0.6839], [-0.2556, 0.1999, -0.3411], [1.9743, -1.9258, 4.3441], [0.7465, 0.8928, 0.3399], [-1.6429, 1.1531, 0.1674], [-0.1248, -0.0018, 0.3792], [-0.3514, 0.0503, 0.0973]],
  "lumo_ha": -0.005,
  "spin_multiplicity": 1,
  "charge": -1,
  "e_tot_ev": -123121.4508,
  "mol_weight_da": 741.766,
  "orbital_gap_ha": 0.277,
  "fmax_ev_per_a": 18.548
}